Record 1
Here is a molecular structure, C14H24MgNS4 from the OMol25 dataset. Energies are from ωB97M-V with the def2-TZVPD basis set.

Atoms and positions in Å:
Mg 0.456 -0.027 0.436
C 3.775 -0.285 1.256
C 3.595 -1.668 0.641
S 1.871 -2.207 0.785
C 1.535 -3.108 -0.747
C 0.022 -3.288 -0.872
S -1.004 -1.788 -0.898
C -0.974 -1.259 -2.622
C 0.348 -0.732 -3.161
S 0.989 0.626 -2.152
C 2.775 0.314 -2.242
C 3.526 1.153 -1.213
S 2.884 1.078 0.473
H 4.836 -0.033 1.284
H 3.407 -0.259 2.287
H 4.226 -2.381 1.171
H 3.892 -1.683 -0.409
H 2.003 -4.093 -0.709
H 1.951 -2.569 -1.596
H -0.356 -3.860 -0.022
H -0.222 -3.865 -1.767
H -1.751 -0.493 -2.683
H -1.318 -2.094 -3.236
H 0.199 -0.382 -4.183
H 1.097 -1.524 -3.193
H 3.122 0.566 -3.246
H 2.940 -0.752 -2.083
H 3.474 2.208 -1.488
H 4.584 0.887 -1.213
C 0.558 2.970 1.956
C 0.633 1.699 2.742
C 1.164 1.467 3.984
C 0.874 0.116 4.312
C 0.177 -0.410 3.255
C -0.514 -1.732 3.137
N 0.039 0.547 2.268
H 0.071 3.761 2.529
H -0.054 2.836 1.054
H 1.534 3.348 1.646
H 1.649 2.197 4.610
H 1.084 -0.385 5.242
H -1.238 -1.874 3.942
H 0.164 -2.587 3.159
H -1.094 -1.784 2.207

## Properties
Total charge: +1
Calculated total energy in Eh: -2395.3235

Just the Löwdin charges please, in e? Sure, here they are: 0.44, -0.47, -0.46, 0.93, -0.47, -0.48, 0.88, -0.50, -0.49, 0.89, -0.49, -0.48, 0.91, 0.10, 0.09, 0.09, 0.07, 0.10, 0.05, 0.09, 0.10, 0.09, 0.10, 0.10, 0.07, 0.10, 0.05, 0.09, 0.10, -0.07, -0.44, -0.06, -0.07, -0.42, -0.07, -0.07, 0.08, 0.07, 0.05, 0.10, 0.10, 0.09, 0.06, 0.05

Record 2
Here is a single C14H24N2O2S molecule in a non-equilibrium geometry from the OMol25 dataset. Energies are from ωB97M-V with the def2-TZVPD basis set.

Atoms and positions in Å:
C 3.297 -3.108 -2.580
C 2.181 -3.528 -1.650
H 2.549 -4.004 -0.746
H 1.450 -4.165 -2.137
S 1.271 -2.041 -1.104
O 2.204 -1.259 -0.342
O 0.678 -1.481 -2.286
N 0.132 -2.858 -0.115
C 0.261 -2.429 1.260
C -0.129 -0.932 1.375
N -0.420 -0.487 0.041
C -1.576 -1.146 -0.503
C -1.210 -2.650 -0.613
H -1.892 -3.279 -0.036
H -1.218 -2.973 -1.653
H -1.778 -0.737 -1.492
H -2.470 -1.017 0.132
C -0.165 0.876 -0.337
C -1.207 1.913 0.107
H -2.195 1.559 -0.201
C -0.932 3.308 -0.496
H 0.012 3.334 -1.038
H -1.727 3.613 -1.176
C -0.893 4.231 0.744
C 0.355 3.845 1.496
C 0.146 2.646 2.023
C -1.243 2.215 1.630
H -1.689 1.428 2.234
C -1.958 3.571 1.625
H -2.946 3.543 1.167
H -2.025 4.018 2.616
H 0.833 2.040 2.585
H 1.252 4.435 1.518
H -1.011 5.289 0.521
H 0.822 1.143 0.048
H -0.105 0.884 -1.431
H 0.709 -0.356 1.761
H -0.992 -0.818 2.054
H -0.376 -3.065 1.880
H 1.301 -2.580 1.543
H 2.875 -2.585 -3.435
H 3.865 -3.967 -2.931
H 3.964 -2.426 -2.058

## Properties
SMILES: CCS(=O)(=O)N1CCN(C[C@@H]2C[C@@H]3C=C[C@H]2C3)CC1
Energy relative to the best compared isomer or geometry (same formula, charge and spin) in kJ/mol: 289.7

Just the Löwdin charges please, in e? Sure, here they are: -0.13, -0.28, 0.09, 0.09, 0.67, -0.28, -0.28, -0.24, -0.17, -0.16, -0.24, -0.16, -0.17, 0.12, 0.11, 0.12, 0.12, -0.15, -0.24, 0.14, -0.11, 0.12, 0.11, -0.28, -0.05, -0.06, -0.25, 0.13, -0.11, 0.12, 0.12, 0.10, 0.11, 0.13, 0.13, 0.13, 0.12, 0.12, 0.12, 0.11, 0.07, 0.08, 0.07

Record 3
Here is a gas-phase ion, C14H24N3O (charge +1) in a non-equilibrium geometry from the OMol25 dataset. Energies are from ωB97M-V with the def2-TZVPD basis set.

Atoms and positions in Å:
C -1.527 0.349 -2.674
O -0.494 0.889 -1.858
C -0.493 0.659 -0.463
C 0.574 1.690 0.023
C 0.526 2.345 1.270
C 1.351 3.461 1.490
C 2.238 3.909 0.499
C 2.951 5.229 0.637
C 2.427 3.108 -0.631
C 1.629 1.990 -0.852
H -1.464 -0.747 -2.769
H -2.525 0.644 -2.306
H -1.373 0.786 -3.670
H -1.457 0.861 0.025
H -0.165 1.979 2.043
H 1.294 4.004 2.439
H 3.832 5.277 -0.011
H 2.318 6.083 0.363
H 3.281 5.408 1.665
H 3.197 3.365 -1.358
H 1.800 1.380 -1.744
C -2.489 -2.956 1.340
N -1.966 -1.887 0.493
C -3.000 -1.162 -0.238
C -0.645 -1.775 0.245
N -0.043 -0.618 -0.141
N 0.209 -2.810 0.431
C -0.144 -4.228 0.362
C 1.644 -2.535 0.359
H -1.789 -3.212 2.147
H -3.422 -2.591 1.782
H -2.726 -3.854 0.751
H -2.941 -1.342 -1.318
H -3.961 -1.559 0.102
H -2.992 -0.088 -0.030
H 0.912 -0.759 -0.458
H -0.924 -4.428 -0.390
H 0.759 -4.775 0.062
H -0.457 -4.629 1.340
H 1.975 -2.376 -0.684
H 1.913 -1.670 0.982
H 2.165 -3.415 0.747

## Properties
SMILES: CO[C@@H](NC(N(C)C)=[N+](C)C)c1ccc(C)cc1
Total charge: +1
Energy relative to the best compared isomer or geometry (same formula, charge and spin) in kJ/mol: 153.3

Just the Löwdin charges please, in e? Sure, here they are: -0.07, -0.14, -0.32, -0.15, -0.02, -0.03, -0.27, -0.05, -0.03, -0.03, 0.08, 0.09, 0.11, 0.15, 0.12, 0.12, 0.08, 0.09, 0.08, 0.12, 0.12, -0.04, -0.10, -0.02, -0.24, 0.17, -0.11, -0.03, -0.03, 0.10, 0.10, 0.10, 0.09, 0.10, 0.09, 0.13, 0.11, 0.10, 0.10, 0.12, 0.11, 0.10

Record 4
Here is a molecular structure, C14H25AsLiN4O2S from the OMol25 dataset. Energies are from ωB97M-V with the def2-TZVPD basis set.

Atoms and positions in Å:
Li -0.154 0.235 0.019
C -1.767 0.572 -4.080
C -1.304 0.721 -2.664
N -1.091 -0.264 -1.873
N -1.297 -1.521 -2.355
C -1.381 -2.569 -1.489
N -1.537 -3.768 -2.078
S -1.282 -2.402 0.160
C -1.032 2.062 -2.074
C -1.624 3.220 -2.567
C -1.377 4.419 -1.914
C -0.553 4.421 -0.806
C -0.009 3.214 -0.384
N -0.237 2.065 -1.003
H -2.642 -0.078 -4.151
H -0.965 0.143 -4.687
H -2.023 1.519 -4.536
H -1.444 -1.650 -3.346
H -1.464 -3.901 -3.073
H -1.602 -4.576 -1.486
H -2.278 3.196 -3.424
H -1.830 5.335 -2.267
H -0.333 5.329 -0.266
H 0.628 3.156 0.489
O 0.365 0.705 1.720
O 1.139 -0.503 1.252
C 3.385 0.345 3.345
C 2.077 -0.079 3.997
As 1.049 -1.198 2.834
C -0.733 -1.489 3.484
C -0.766 -1.706 4.991
C 1.964 -2.882 2.598
C 2.530 -3.463 3.889
H 3.947 0.979 4.028
H 3.192 0.907 2.432
H 4.018 -0.510 3.098
H 1.447 0.781 4.228
H 2.239 -0.646 4.918
H -1.131 -2.351 2.947
H -1.293 -0.604 3.182
H -0.201 -2.583 5.306
H -1.800 -1.864 5.298
H -0.393 -0.841 5.541
H 2.758 -2.688 1.872
H 1.254 -3.556 2.114
H 3.231 -2.778 4.365
H 3.074 -4.383 3.681
H 1.751 -3.706 4.612

## Properties
Total charge: +1
Energy relative to the best compared isomer or geometry (same formula, charge and spin) in kJ/mol: 0.0

Just the Löwdin charges please, in e? Sure, here they are: 0.59, -0.01, -0.24, 0.03, -0.02, -0.87, 0.10, 0.68, -0.22, 0.00, -0.04, -0.03, -0.11, 0.05, 0.10, 0.10, 0.07, 0.13, 0.11, 0.10, 0.11, 0.12, 0.11, 0.11, -0.43, -0.51, -0.13, -0.33, 1.21, -0.33, -0.13, -0.31, -0.14, 0.08, 0.07, 0.07, 0.09, 0.08, 0.04, 0.08, 0.06, 0.08, 0.07, 0.09, 0.07, 0.07, 0.08, 0.06

Record 5
Here is a molecular structure, C14H25BBeFO5 in a non-equilibrium geometry from the OMol25 dataset. Energies are from ωB97M-V with the def2-TZVPD basis set.

Atoms and positions in Å:
C -0.792 4.853 0.420
C -0.261 4.021 -0.468
C 0.640 2.857 -0.150
O 0.576 1.797 -1.097
B -0.404 0.871 -0.666
C -1.724 1.201 -1.650
C -1.416 0.406 -2.900
C -0.138 -0.800 -0.833
C -1.408 -1.620 -0.480
C -1.172 -2.539 0.718
C -2.464 -3.140 1.253
O -2.549 -3.626 2.368
O -3.572 -3.115 0.401
O -0.507 1.073 0.735
C 0.398 2.039 1.151
F -0.150 2.720 2.183
C 1.752 1.508 1.664
C 1.802 0.024 2.012
O 2.570 -0.625 1.007
C 2.571 -2.039 1.151
C 2.815 -2.656 -0.225
H -0.949 5.878 0.129
H -1.061 4.597 1.426
H -0.422 4.188 -1.522
H 1.627 3.285 -0.251
H -2.641 0.852 -1.182
H -1.898 2.235 -1.912
H -1.732 -0.621 -2.683
H -1.827 0.802 -3.819
H -0.340 0.379 -3.006
H 0.630 -1.132 -0.152
H 0.248 -1.044 -1.868
H -2.237 -0.973 -0.222
H -1.751 -2.244 -1.307
H -0.774 -1.959 1.538
H -0.507 -3.354 0.462
H -3.956 -2.238 0.480
H 2.005 2.064 2.555
H 2.554 1.692 0.966
H 2.349 -0.093 2.944
H 0.822 -0.435 2.112
H 3.385 -2.314 1.812
H 1.614 -2.392 1.526
H 2.889 -1.882 -0.979
H 3.718 -3.249 -0.271
H 1.998 -3.307 -0.521
Be -0.310 -1.945 -2.850

## Properties
Total charge: +1
Calculated total energy in Eh: -1063.6328

Just the Löwdin charges please, in e? Sure, here they are: 0.06, -0.09, -0.19, 0.12, -0.83, -0.02, -0.08, -0.01, -0.20, -0.07, -0.43, 0.15, 0.07, 0.19, -0.42, 0.10, -0.01, -0.18, -0.16, -0.25, -0.06, 0.07, 0.06, 0.11, 0.17, 0.11, 0.11, 0.03, 0.11, 0.06, 0.08, -0.01, 0.12, 0.08, 0.12, 0.13, 0.11, 0.13, 0.13, 0.13, 0.11, 0.13, 0.10, 0.07, 0.08, 0.05, 0.91

Record 6
Here is 2 unconnected molecules or ions with the total composition C14H25BCl3I2O5 in a non-equilibrium geometry from the OMol25 dataset. Energies are from ωB97M-V with the def2-TZVPD basis set.

Atoms and positions in Å:
C 4.010 -0.220 -1.063
C 3.646 0.337 -2.422
O 2.281 0.653 -2.505
C 1.507 -0.303 -3.215
C 0.173 0.334 -3.504
O -0.897 -0.570 -3.387
C -2.036 -0.016 -2.758
C -2.165 -0.223 -1.254
O -1.933 -1.543 -0.876
B -0.649 -1.434 -0.142
C 0.016 -2.767 0.485
C -0.766 -3.481 1.516
O -1.894 -3.314 1.855
Cl 0.193 -4.833 2.390
O -0.890 -0.248 0.713
C -1.263 0.663 -0.293
C -1.897 1.926 0.275
I -3.223 2.929 -1.136
C -0.890 2.992 0.722
C 0.082 3.398 -0.364
I 0.143 2.356 2.496
H 5.089 -0.199 -0.966
H 3.549 0.357 -0.277
H 3.677 -1.243 -0.957
H 4.204 1.254 -2.588
H 3.953 -0.366 -3.190
H 1.399 -1.221 -2.652
H 2.013 -0.525 -4.156
H 0.159 0.749 -4.512
H 0.081 1.186 -2.843
H -2.904 -0.488 -3.200
H -2.084 1.035 -3.030
H -3.212 -0.065 -0.996
H 0.179 -1.094 -1.000
H 1.004 -2.584 0.887
H 0.168 -3.474 -0.324
H -0.318 0.940 -0.760
H -2.541 1.702 1.109
H -1.456 3.863 1.008
H -0.367 3.361 -1.346
H 0.908 2.698 -0.390
H 0.524 4.360 -0.166
Cl 0.544 0.432 6.043
C -0.198 -0.984 5.250
C -1.696 -0.863 5.223
Cl -2.407 -0.987 6.863
H 0.126 -1.877 5.778
H 0.184 -1.023 4.231
H -2.117 -1.666 4.633
H -2.008 0.084 4.792

## Properties
Total charge: -1
Calculated total energy in Eh: -2925.5678

Just the Löwdin charges please, in e? Sure, here they are: -0.07, -0.29, -0.15, -0.19, -0.20, -0.11, -0.18, -0.31, 0.02, -0.72, -0.09, -0.73, 0.07, 0.45, -0.05, -0.37, -0.65, 0.91, -0.85, -0.20, 0.87, 0.07, 0.07, 0.07, 0.11, 0.11, 0.11, 0.12, 0.12, 0.11, 0.12, 0.06, 0.12, 0.12, 0.09, 0.11, 0.11, 0.07, 0.03, 0.03, 0.05, 0.07, 0.50, -0.66, -0.65, 0.51, 0.07, 0.07, 0.07, 0.06